The following is a quantum chemistry calculation of a 2-piece molecular cluster, CH2NO3S overall at a distorted geometry, from the Open Molecules 2025 dataset.

Computed properties:
energy relative to the best compared isomer or geometry (same formula, charge and spin)	283.80	kJ/mol
strongest force on any atom	2.954	eV Å⁻¹
total charge	-1
multiplicity	3
HOMO energy (spin up / spin down)	-1.111 / -4.460	eV
lowest unoccupied orbital energy (spin up / spin down)	3.8 / 3.2	eV
Kohn-Sham gap (spin up / spin down)	4.92 / 7.65	eV

Last columns: bonded neighbours and bond lengths (Å).
CARTESIAN COORDINATES (ANGSTROEM)
1 C -0.24 0.38 -0.09  N2 1.415, O5 1.427, H7 1.066, H8 1.165
2 N -0.70 1.25 0.92  C1 1.415, O5 1.455
3 O -0.09 0.34 4.49  S6 1.493
4 O 0.08 -1.51 2.93  S6 1.496
5 O -1.64 0.43 0.17  C1 1.427, N2 1.455
6 S -0.70 -0.28 3.29  O3 1.493, O4 1.496
7 H -0.18 0.84 -1.05  C1 1.066
8 H 0.10 -0.69 0.22  C1 1.165



The following is a quantum chemistry calculation of an isolated ion of composition CH2NO4 and charge +1 at a distorted geometry, from the Open Molecules 2025 dataset.

Computed properties:
energy relative to the best compared isomer or geometry (same formula, charge and spin)	418.91	kJ/mol
strongest force on any atom	3.095	eV Å⁻¹
total charge	+1
multiplicity	1
HOMO energy	-17.678	eV
lowest unoccupied orbital energy	-6.3	eV
Kohn-Sham gap	11.37	eV

Last columns: bonded neighbours and bond lengths (Å).
CARTESIAN COORDINATES (ANGSTROEM)
1 C 1.25 0.91 -0.96  O6 1.225, H7 1.100, H8 1.127
2 N -1.40 -1.13 1.01  O3 1.139, O4 1.130, O5 1.657
3 O -2.04 -1.72 0.27  N2 1.139
4 O -1.24 -0.73 2.06  N2 1.130
5 O -0.17 -0.21 0.39  N2 1.657, O6 1.513
6 O 0.32 0.12 -1.00  C1 1.225, O5 1.513
7 H 1.50 1.32 0.03  C1 1.100
8 H 1.78 1.44 -1.81  C1 1.127